Record 1
72
Properties=species:S:1:pos:R:3 method="wB97M-V/def2-TZVPD" smiles=OCCO.OCCO.OCCO.OCCO.OCCO.OCCO.CO.CO
O 4.92534 -1.59969 0.09722
C 3.58488 -1.82567 0.48211
C 2.89716 -2.72277 -0.50718
O 2.88992 -2.09897 -1.79205
H 4.92505 -1.59498 -0.86801
H 3.58917 -2.32055 1.46226
H 3.03608 -0.88509 0.62378
H 1.87460 -2.98026 -0.21110
H 3.47089 -3.64918 -0.56761
H 2.38632 -1.28178 -1.63832
O -2.02003 -2.85481 2.50506
C -3.07413 -1.95210 2.81750
C -2.53718 -0.88130 3.76361
O -3.51844 0.01636 4.17658
H -2.28423 -3.75849 2.69063
H -3.37814 -1.45282 1.88874
H -3.94690 -2.45290 3.24344
H -1.73891 -0.34532 3.24607
H -2.03185 -1.38439 4.60318
H -4.12484 -0.37460 4.80861
O 3.17143 0.98185 4.56994
C 2.33435 0.66094 3.46569
C 0.87412 0.66212 3.80187
O 0.25547 1.94500 3.79683
H 3.03070 0.31030 5.24439
H 2.55422 1.40233 2.69688
H 2.60273 -0.31350 3.03885
H 0.67347 0.17246 4.76517
H 0.33241 0.07368 3.05464
H 0.69782 2.48075 4.46380
O -0.91561 1.67577 -0.72202
C -1.07260 0.41352 -0.13771
C -0.29626 -0.54629 -1.01162
O 1.02305 -0.02993 -1.18414
H -1.52224 2.35439 -0.40042
H -0.56476 0.39066 0.84414
H -2.09837 0.08424 0.05150
H -0.75965 -0.73213 -1.98545
H -0.20472 -1.51508 -0.51114
H 0.90438 0.93371 -1.22561
O -0.96035 -1.56640 -4.70909
C -0.08581 -2.66078 -4.93215
C 0.22778 -2.89920 -6.38834
O -0.84069 -3.47394 -7.11771
H -0.76271 -0.86086 -5.33203
H 0.85416 -2.49691 -4.38039
H -0.54791 -3.52009 -4.44548
H 1.08843 -3.56864 -6.44614
H 0.56371 -1.94998 -6.83103
H -1.47479 -2.78288 -7.32617
O -5.51763 2.41820 1.12575
C -4.62370 2.78374 2.18213
C -3.20179 2.55560 1.82005
O -2.74583 3.31400 0.69420
H -6.16483 1.81038 1.48719
H -4.83549 3.81134 2.49420
H -4.83464 2.10851 3.01793
H -3.09031 1.51760 1.48263
H -2.51478 2.62882 2.66764
H -3.25720 4.12095 0.58829
C 1.14380 3.65380 0.54861
O 1.91275 3.45555 -0.61646
H 1.31978 2.88955 1.31608
H 1.42922 4.57438 1.08511
H 0.07349 3.70216 0.39111
H 2.71696 3.00320 -0.35205
C 3.12845 0.06074 -4.16789
O 3.14861 1.27613 -4.88699
H 2.40193 -0.64051 -4.58329
H 4.13717 -0.34920 -4.16312
H 2.89978 0.21450 -3.10907
H 2.46773 1.86476 -4.55363


Record 2
76
Properties=species:S:1:pos:R:3 method="wB97M-V/def2-TZVPD" smiles="COC[C@H](C)N.NC(N)=O.NC(N)=O.NC(N)=O.NC(N)=O.CCO.CCO.CCO"
C -0.25761 3.87400 -4.54955
O -1.23874 3.19180 -3.78297
C -2.57695 3.46051 -4.06455
C -3.43336 2.72302 -3.05277
C -4.95700 2.92520 -3.37641
N -3.13911 3.11540 -1.70108
H 0.73061 3.62819 -4.16083
H -0.27419 4.93702 -4.30910
H -0.32304 3.75403 -5.63095
H -2.62111 4.54644 -3.98151
H -2.86122 3.00688 -5.01403
H -3.10032 1.68752 -2.98270
H -5.47320 2.61943 -2.46639
H -5.37552 2.26153 -4.13304
H -5.37344 3.85629 -3.76082
H -2.18012 2.84059 -1.54321
H -3.81505 2.64025 -1.12020
N -5.93206 -3.26497 -1.74004
C -5.02936 -2.67750 -2.52028
N -3.77992 -2.99885 -2.23631
O -5.41442 -2.04325 -3.46764
H -6.90807 -3.25098 -1.99949
H -5.75200 -3.82352 -0.91803
H -3.53794 -3.57684 -1.44417
H -3.05996 -2.63068 -2.84147
N 7.19527 0.10070 1.87534
C 6.09578 -0.05404 2.42529
N 6.01128 -1.26533 2.87246
O 5.17277 0.71609 2.48283
H 7.09595 0.92853 1.30532
H 7.89581 -0.62611 1.84235
H 5.08081 -1.49965 3.18778
H 6.83100 -1.84686 2.97237
N 0.55687 -5.48273 -1.05322
C -0.33009 -5.78431 -0.15983
N -1.05846 -4.79890 0.28149
O -0.54234 -6.96227 0.26407
H 1.15797 -6.23756 -1.35158
H 0.60769 -4.52824 -1.37949
H -1.78022 -4.95336 0.97092
H -0.80100 -3.85497 0.03088
N 0.91778 1.04728 -0.70301
C 1.06686 -0.08820 -0.27843
N 1.71606 -0.25792 0.89421
O 0.73935 -1.09862 -0.75364
H 0.50267 1.19573 -1.61173
H 1.48344 1.81618 -0.37298
H 1.77076 -1.21560 1.21036
H 2.33978 0.37445 1.37502
C -0.00084 -0.96946 5.17380
C -1.53155 -0.58632 5.18879
O -1.91513 0.72897 5.52645
H 0.41926 -0.58530 6.10333
H 0.55461 -0.52781 4.34645
H 0.21056 -2.02618 5.33734
H -1.97994 -1.37982 5.78662
H -1.90160 -0.75937 4.17824
H -1.49175 0.88472 6.37384
C 2.47350 3.97522 6.07100
C 1.28113 4.92921 6.31923
O 1.76474 5.90170 7.30653
H 3.28555 4.66085 5.82890
H 2.20173 3.30612 5.25458
H 2.86104 3.39755 6.91018
H 0.45435 4.36483 6.75051
H 0.91808 5.49428 5.46075
H 1.06588 6.28153 7.84405
C 2.75022 -2.79377 -4.35651
C 1.40333 -2.42928 -5.13665
O 1.64513 -2.62637 -6.51257
H 2.66279 -2.58216 -3.29083
H 3.55418 -2.20227 -4.79457
H 2.83176 -3.87396 -4.47745
H 0.93934 -1.44822 -5.03493
H 0.67758 -3.12515 -4.71576
H 0.82333 -2.43536 -6.97057


Record 3
77
Properties=species:S:1:pos:R:3 method="wB97M-V/def2-TZVPD" total_charge=+1
Na 1.50393 3.27437 -0.57646
Na -2.85080 1.61630 0.53551
B -0.25260 1.30098 -0.40988
H -0.96812 2.26661 -0.29225
H -0.07243 1.24094 -1.61031
H 0.71494 1.35284 0.29782
H -0.86682 0.35093 -0.00700
C 5.49845 1.74543 1.10854
C 5.10254 1.50199 -0.34384
O 3.69755 1.71044 -0.54925
O 5.56269 0.60823 1.92180
H 4.82804 2.50214 1.55153
H 6.48008 2.22960 1.12969
H 5.43941 0.51870 -0.67481
H 5.67383 2.20933 -0.95304
H 3.28509 0.84427 -0.65865
H 4.80197 0.02314 1.78381
C 0.66887 2.68995 3.31495
C 1.23000 4.08141 3.03178
O 2.09668 4.08873 1.88490
O -0.29420 2.76470 4.36920
H 1.50261 2.06394 3.63717
H 0.25664 2.27289 2.38764
H 1.78142 4.46221 3.89325
H 0.40482 4.79317 2.89949
H 2.98492 4.32593 2.16003
H -1.14123 3.02779 3.99904
C -1.96555 -1.96149 3.59728
C -2.76915 -0.66298 3.39607
O -2.14927 0.14576 2.38419
O -0.61003 -1.74238 3.31663
H -2.36925 -2.67917 2.86687
H -2.19105 -2.41672 4.56162
H -2.83447 -0.14290 4.36404
H -3.78953 -0.90188 3.10036
H -1.19235 0.01307 2.49535
H -0.04930 -1.96635 4.06397
C -3.59475 2.69554 -4.63676
C -2.58077 1.98529 -3.78413
O -3.18071 1.40373 -2.62380
O -4.58074 1.81981 -5.13004
H -3.04284 3.04018 -5.51972
H -3.94432 3.61879 -4.14807
H -1.75739 2.65466 -3.50423
H -2.12066 1.19382 -4.37391
H -3.63301 2.13339 -2.18310
H -4.85717 1.24968 -4.40023
C 0.58686 -2.82841 -3.53135
C 0.68947 -1.43794 -2.92808
O 0.23765 -1.48690 -1.53375
O -0.72873 -3.22840 -3.72049
H 1.20335 -3.47662 -2.88421
H 1.17490 -2.78347 -4.45395
H 0.12609 -0.73446 -3.54470
H 1.73002 -1.11550 -2.80093
H -0.10780 -0.60352 -1.32328
H -1.15666 -3.35007 -2.84915
C 3.44796 -2.57803 0.63346
C 2.22584 -1.99859 1.25980
O 2.46066 -0.60830 1.47006
O 4.62453 -2.19317 1.36003
H 3.52840 -2.11178 -0.36801
H 3.39588 -3.65026 0.43929
H 1.92066 -2.50863 2.17612
H 1.42738 -2.09685 0.51925
H 1.62950 -0.12811 1.52891
H 5.30170 -2.86195 1.23071
C -4.44907 -2.61264 -1.19921
C -3.18347 -2.38053 -0.45130
O -2.22872 -3.36714 -0.77673
O -5.14472 -3.73031 -0.63567
H -4.34639 -2.65433 -2.28567
H -5.12792 -1.75758 -1.02727
H -3.43897 -2.46814 0.61782
H -2.85221 -1.32741 -0.57720
H -1.34027 -2.98136 -0.66515
H -5.46193 -4.28639 -1.35241


Record 4
77
Properties=species:S:1:pos:R:3 method="wB97M-V/def2-TZVPD" smiles="NC(N)=O.NC(N)=O.NC(N)=O.NC(N)=O.CCO.CCO.CCO.CCO.CCO"
N -1.96791 -20.14167 20.24086
C -3.20366 -19.63464 20.32065
N -3.69574 -20.01389 21.50936
O -3.85773 -19.07674 19.43624
H -1.45766 -19.81565 19.43249
H -1.49579 -20.45822 21.07573
H -4.67155 -19.75651 21.55015
H -3.14359 -20.26692 22.31634
N -7.14109 -21.88235 28.29113
C -6.43955 -20.95596 27.78049
N -7.11196 -20.50826 26.75228
O -5.39439 -20.55101 28.09589
H -8.00314 -22.13370 27.82877
H -6.84315 -22.37651 29.12007
H -6.66368 -19.74754 26.26192
H -8.00595 -20.90499 26.50031
N -6.50240 -20.92730 23.43607
C -6.86030 -21.00787 22.16546
N -7.33035 -22.15346 21.89901
O -6.74246 -20.14427 21.33190
H -6.62983 -21.73520 24.02867
H -6.27938 -20.09977 23.97044
H -7.60153 -22.42515 20.96480
H -7.02762 -22.93068 22.46856
N -10.67219 -19.42716 21.79358
C -11.26279 -20.58233 21.61646
N -10.38413 -21.51618 21.57139
O -12.50873 -20.77995 21.39205
H -9.67438 -19.36148 21.93558
H -11.24166 -18.68367 22.17178
H -9.50522 -21.30616 22.02253
H -10.84139 -22.41553 21.52475
C -5.16250 -24.78339 25.46850
C -5.20289 -23.46789 24.88204
O -5.40366 -23.65402 23.39787
H -4.41791 -25.39318 24.95680
H -6.16403 -25.20019 25.36208
H -4.86700 -24.64145 26.50803
H -4.31897 -22.87013 25.10449
H -6.01582 -22.79640 25.15836
H -4.61616 -23.47849 22.87765
C -6.65822 -16.25443 20.49116
C -8.05822 -16.76434 20.30287
O -8.46845 -17.53159 21.38404
H -6.55596 -15.70704 21.42818
H -6.36222 -15.59713 19.67358
H -5.94155 -17.06436 20.62718
H -8.18894 -17.41392 19.43739
H -8.71042 -15.90876 20.12760
H -7.73016 -17.86212 21.90104
C -4.46713 -17.31554 26.72465
C -4.77220 -18.29588 25.61376
O -6.06600 -18.39173 25.26338
H -4.95348 -17.49895 27.68273
H -4.61076 -16.28206 26.40939
H -3.40510 -17.27931 26.96730
H -4.67692 -19.36329 25.81294
H -4.29085 -17.95753 24.69620
H -6.39551 -17.54459 24.95453
C -8.58216 -23.89048 18.80720
C -9.18358 -23.98098 17.42226
O -8.22581 -23.47513 16.50860
H -7.72577 -24.56417 18.83609
H -9.31264 -24.16677 19.56756
H -8.15359 -22.93194 19.09984
H -10.04770 -23.33215 17.27937
H -9.46848 -24.97938 17.09041
H -8.28755 -23.95564 15.67980
C -7.95998 -26.98289 23.06314
C -8.79559 -25.76345 22.54091
O -9.91186 -25.48699 23.32080
H -7.36564 -26.73563 23.94276
H -7.48310 -27.34006 22.15040
H -8.71863 -27.69345 23.39127
H -9.12796 -25.95835 21.52129
H -8.16784 -24.87628 22.62443
H -10.41336 -24.81498 22.85336


Record 5
76
Properties=species:S:1:pos:R:3 method="wB97M-V/def2-TZVPD" smiles=OCCO.OCCO.OCCO.OCCO.OCCO.OCCO.OCCO.O.O
O -19.47071 7.44464 18.19561
C -20.76693 7.52240 17.65954
C -21.02018 8.73663 16.79547
O -20.32360 8.59488 15.52731
H -18.81679 7.43313 17.48459
H -21.08472 6.62875 17.11151
H -21.44140 7.60311 18.52054
H -20.66804 9.64591 17.28626
H -22.09560 8.80628 16.60983
H -20.89979 8.90951 14.82334
O -16.62286 6.40624 12.05444
C -17.19699 7.32900 12.96874
C -18.48881 6.76956 13.48058
O -18.27038 5.90548 14.58111
H -15.66185 6.53174 12.04256
H -16.47634 7.56520 13.75848
H -17.39412 8.30022 12.48552
H -18.94790 6.31446 12.59131
H -19.18343 7.56181 13.79368
H -19.00796 5.27183 14.64320
O -16.12876 10.04630 17.78213
C -17.31506 9.92908 16.99475
C -17.09629 9.02940 15.82695
O -16.93795 7.68131 16.26040
H -15.97195 10.97847 17.94639
H -18.15486 9.56791 17.59406
H -17.60490 10.91508 16.61018
H -16.19880 9.33093 15.26667
H -17.92475 9.12158 15.11608
H -17.25143 7.08193 15.56733
O -16.47990 12.18537 10.48499
C -16.25760 10.86985 10.94551
C -15.19712 10.71459 11.98068
O -15.62650 11.36681 13.18226
H -15.75871 12.75946 10.75690
H -17.19501 10.45333 11.32525
H -15.97461 10.22216 10.10163
H -14.26782 11.19669 11.64120
H -14.98937 9.65399 12.15272
H -14.93762 11.25151 13.84365
O -21.17181 10.28018 9.92007
C -19.95616 9.71632 10.44673
C -20.00117 9.84906 11.94347
O -21.17284 9.25754 12.49850
H -21.38390 9.81302 9.10837
H -19.79550 8.71893 10.02511
H -19.11013 10.30632 10.06819
H -20.03104 10.93052 12.13274
H -19.12348 9.43322 12.42963
H -21.83192 9.26070 11.79446
O -20.29528 4.38379 15.35578
C -21.45972 5.05168 14.88239
C -21.79604 4.68931 13.47665
O -21.98792 3.27066 13.41590
H -20.41321 3.44735 15.15514
H -22.28829 4.89183 15.57913
H -21.31670 6.13993 14.88847
H -21.03972 4.99813 12.75339
H -22.74405 5.18223 13.22682
H -22.69870 3.06801 12.80448
O -15.65600 4.52665 16.17325
C -14.92186 4.28582 14.96902
C -13.69594 3.46668 15.30446
O -14.05691 2.23394 15.92485
H -15.90130 5.45714 16.17875
H -15.55829 3.74109 14.26355
H -14.62769 5.23063 14.49839
H -13.05699 4.02824 15.99696
H -13.14672 3.24386 14.38920
H -14.79311 2.44367 16.51060
O -13.85167 6.99762 12.05717
H -13.32284 6.58133 11.36908
H -13.30433 6.96312 12.84797
O -16.73107 4.50666 9.86595
H -16.42256 5.29594 9.41385
H -16.83124 4.79452 10.78277


Record 6
69
Properties=species:S:1:pos:R:3 method="wB97M-V/def2-TZVPD" smiles=CCO.CCO.CCO.CCO.CCO.CCO.CCO.O.O
C 5.35281 0.65874 0.73551
C 5.24654 0.58867 -0.75793
O 5.54258 -0.76092 -1.19691
H 5.22828 1.70457 0.98330
H 6.30106 0.26764 1.04946
H 4.52112 0.14753 1.22360
H 5.94492 1.33598 -1.18883
H 4.24076 0.92507 -0.96044
H 5.09417 -0.92474 -2.05775
C -3.73655 -3.21276 -0.57946
C -2.70412 -2.91796 0.55803
O -1.46937 -2.64498 -0.04449
H -3.27814 -3.85994 -1.30971
H -3.99011 -2.24766 -1.07343
H -4.56118 -3.71266 -0.16891
H -2.54613 -3.77900 1.23841
H -3.05599 -2.15023 1.20594
H -0.88955 -2.26502 0.61770
C -0.97284 4.00314 -2.58039
C -0.95186 2.50829 -2.62890
O -2.27902 2.06165 -2.19954
H -0.89897 4.35519 -1.52013
H -1.84890 4.34201 -3.05425
H -0.09409 4.41653 -3.03700
H -0.16372 2.09720 -1.98516
H -0.74586 2.10768 -3.62550
H -2.27635 1.05355 -2.10760
C 2.17723 1.81969 3.90364
C 0.63710 1.67194 3.55688
O 0.08930 0.44578 4.13867
H 2.13118 2.04402 4.96220
H 2.61855 2.64559 3.33078
H 2.73242 0.94892 3.66363
H 0.50419 1.57819 2.49343
H 0.15929 2.55334 4.01997
H 0.07593 0.57198 5.08841
C -2.82161 -0.75956 -4.32510
C -2.09540 -1.61855 -3.30018
O -2.11869 -0.94509 -2.00183
H -2.43756 0.25348 -4.51072
H -3.87595 -0.63928 -4.04518
H -2.67989 -1.17902 -5.25499
H -1.04512 -1.73627 -3.66183
H -2.61638 -2.59460 -3.19461
H -1.76600 -1.61084 -1.33786
C -3.27367 1.22535 1.35545
C -1.85815 1.07655 0.77720
O -1.41514 2.42733 0.42886
H -3.91834 1.38922 0.49005
H -3.31267 2.15529 1.98615
H -3.56884 0.39782 1.95975
H -1.90905 0.37390 -0.08209
H -1.10518 0.75448 1.46491
H -1.69447 2.58791 -0.47793
C 1.75834 -3.39763 0.98000
C 1.61927 -2.56363 2.16442
O 0.89315 -1.37133 1.80784
H 2.18228 -4.41791 1.11361
H 2.27799 -3.01544 0.06243
H 0.73518 -3.65300 0.65591
H 2.60392 -2.32869 2.62483
H 1.03286 -3.13655 2.94626
H 0.76224 -0.95588 2.65386
O 1.46765 2.29666 0.42195
H 0.49961 2.18855 0.52434
H 1.78136 1.62784 -0.21091
O 1.62303 -0.32811 -1.11041
H 0.68881 -0.20235 -1.38290
H 1.45170 -0.67762 -0.21452


Kohn-Sham gap (computed, Ha): 0.37059, 0.33223, 0.30092, 0.33685, 0.35593, 0.39041
Lowest unoccupied orbital energy (computed, hartree): 0.0072, 0.0050, -0.1354, -0.0001, -0.0032, 0.0202
Energy (computed, eV): -43892.3410, -45037.0607, -53430.3252, -45611.6109, -48020.8011, -33689.8462